Version A
{"formula": "C4H12N2O", "method": "the ωB97M-V functional and the def2-TZVPD basis", "gap_ev": 9.6, "symbols": ["O", "N", "N", "C", "C", "C", "C", "H", "H", "H", "H", "H", "H", "H", "H", "H", "H", "H", "H"], "coordinates": [[-3.0266, 1.2525, -1.0068], [-1.6611, -0.0596, 0.1533], [2.2603, 0.1945, 0.7201], [1.2111, -0.7244, 0.2635], [0.9867, -0.7081, -1.2524], [-0.7969, 0.8740, 0.7773], [-0.0619, -0.4573, 1.0640], [2.0612, 1.1436, 0.4115], [-0.2594, 1.5372, 0.0984], [0.6772, 0.2813, -1.5893], [1.5462, -1.7296, 0.5477], [-1.1690, 1.3457, 1.6877], [0.1301, -0.5455, 2.1320], [-2.2457, 0.5444, -1.0439], [-1.0961, -1.2276, 0.9703], [-3.8312, 0.7283, -0.9289], [3.1549, -0.0566, 0.3100], [0.2138, -1.4193, -1.5347], [1.9063, -0.9735, -1.7797]], "nbo_charge": [-0.91, -0.48, -0.83, -0.06, -0.62, -0.26, -0.32, 0.35, 0.18, 0.20, 0.19, 0.18, 0.26, 0.48, 0.36, 0.47, 0.36, 0.22, 0.21]}


Version B
{"formula": "C4H12N2O", "method": "the ωB97M-V functional and the def2-TZVPD basis", "smiles": "[H]/N=C/NC.CCO", "gap_ev": 9.5, "symbols": ["O", "N", "N", "C", "C", "C", "C", "H", "H", "H", "H", "H", "H", "H", "H", "H", "H", "H", "H"], "coordinates": [[0.7609, 1.0258, 1.3510], [-1.0790, -2.3956, -1.0172], [0.3864, -0.6988, -1.5467], [-1.6123, 0.7155, 1.1538], [-0.4981, 1.7064, 1.3821], [-0.0387, -1.7153, -0.7307], [1.7847, -0.3137, -1.4893], [-1.4579, 0.3465, 0.1382], [2.4322, -1.0399, -1.9941], [-2.5922, 1.1953, 1.1607], [0.5695, -1.7266, 0.1758], [-0.0420, -0.7000, -2.4543], [1.4142, 1.6443, 1.7094], [-0.5105, 2.4497, 0.5825], [2.0716, -0.2315, -0.4441], [-0.6319, 2.2138, 2.3437], [1.9360, 0.6581, -1.9567], [-1.2430, -3.0431, -0.2469], [-1.6500, -0.0907, 1.8829]], "nbo_charge": [-0.74, -0.72, -0.62, -0.63, -0.06, 0.28, -0.41, 0.23, 0.17, 0.21, 0.16, 0.39, 0.47, 0.16, 0.22, 0.15, 0.20, 0.34, 0.21]}


Version C
{"formula": "C4H12N2O", "method": "the ωB97M-V functional and the def2-TZVPD basis", "smiles": "C/C=N/N.CCO", "gap_ev": 9.9, "symbols": ["O", "N", "N", "C", "C", "C", "C", "H", "H", "H", "H", "H", "H", "H", "H", "H", "H", "H", "H"], "coordinates": [[-1.8552, -0.4382, 0.7903], [-0.2049, 2.6341, -0.9881], [0.5215, 1.5082, -0.8815], [1.1344, -0.7132, -1.5260], [-0.0541, -1.5432, 2.0165], [-0.7815, -0.2416, 1.6836], [0.3724, 0.5553, -1.6977], [-0.0748, 0.4980, 1.2827], [-0.7445, -2.2473, 2.4463], [-1.4840, -0.6313, -0.0794], [1.6363, -0.7150, -0.5606], [0.2458, 3.4284, -0.5619], [1.8843, -0.8019, -2.3103], [0.3928, -1.9806, 1.1185], [-1.2359, 0.1667, 2.5911], [-0.2942, 0.6272, -2.5675], [-0.6677, 2.8187, -1.8768], [0.7386, -1.3438, 2.7329], [0.4706, -1.5806, -1.6121]], "nbo_charge": [-0.72, -0.63, -0.23, -0.65, -0.63, -0.07, 0.00, 0.18, 0.21, 0.46, 0.23, 0.37, 0.22, 0.19, 0.17, 0.14, 0.34, 0.21, 0.21]}


Which of them is the least stable? Correct choice: version A.


Version A
{"formula": "C4H12N2O", "method": "the ωB97M-V functional and the def2-TZVPD basis", "gap_ev": 8.2, "symbols": ["O", "N", "N", "C", "C", "C", "C", "H", "H", "H", "H", "H", "H", "H", "H", "H", "H", "H", "H"], "coordinates": [[-0.1805, -1.5075, -0.1026], [-0.7098, -2.6791, 0.4293], [-1.1474, 0.8013, -1.6198], [-0.2893, 1.0567, 0.6408], [0.7481, 2.0867, 0.2862], [1.4579, -0.9741, 0.4070], [-1.2345, 0.6230, -0.2566], [1.8298, -0.3388, 1.2083], [-1.6303, 0.1103, -2.1732], [-1.0623, -3.2761, -0.3187], [-2.1583, 0.1837, 0.0887], [1.4837, 2.1665, 1.0877], [-1.5200, -2.4507, 1.0054], [1.8853, -0.7144, -0.5550], [0.3122, 3.0776, 0.1313], [1.7359, -1.9909, 0.6671], [-0.2209, 0.9850, -1.9756], [-0.5812, 1.0154, 1.6812], [1.2815, 1.8254, -0.6314]], "nbo_charge": [-0.46, -0.53, -0.82, -0.35, -0.64, -0.27, 0.09, 0.20, 0.38, 0.34, 0.19, 0.21, 0.33, 0.19, 0.21, 0.20, 0.37, 0.20, 0.19]}


Version B
{"formula": "C4H12N2O", "method": "the ωB97M-V functional and the def2-TZVPD basis", "smiles": "CN(C)N.CC=O", "gap_ev": 9.6, "symbols": ["O", "N", "N", "C", "C", "C", "C", "H", "H", "H", "H", "H", "H", "H", "H", "H", "H", "H", "H"], "coordinates": [[-1.8800, -1.0999, -0.6876], [0.9200, -0.1104, -0.0252], [1.0507, -0.6556, -1.4771], [0.9973, -1.1084, 1.0270], [1.9310, 0.9177, 0.1305], [-1.7272, 0.0783, -0.4345], [-2.8196, 0.9265, 0.1547], [0.2363, -1.2513, -1.6184], [1.8433, 1.6138, -0.7010], [-0.9273, 0.6996, -0.9164], [-2.6029, 1.1328, 1.2021], [1.9523, -1.6554, 1.0029], [-2.8823, 1.8711, -0.3835], [0.1656, -1.8024, 0.9066], [-3.7773, 0.4147, 0.0893], [2.9465, 0.4961, 0.1106], [1.8596, -1.2852, -1.4582], [1.7929, 1.4455, 1.0744], [0.9211, -0.6277, 2.0038]], "nbo_charge": [-0.57, -0.30, -0.68, -0.43, -0.42, 0.46, -0.73, 0.37, 0.21, 0.14, 0.23, 0.16, 0.22, 0.22, 0.23, 0.16, 0.33, 0.20, 0.20]}


Version C
{"formula": "C4H12N2O", "method": "the ωB97M-V functional and the def2-TZVPD basis", "gap_ev": 5.8, "symbols": ["O", "N", "N", "C", "C", "C", "C", "H", "H", "H", "H", "H", "H", "H", "H", "H", "H", "H", "H"], "coordinates": [[1.5716, -1.8802, 0.5657], [-1.6207, 2.4064, -0.2855], [1.7964, -0.2224, -1.1590], [1.9024, -1.6557, -0.7890], [-0.7901, -1.1041, 1.2275], [-1.0765, 0.0255, 0.3735], [-1.2818, 1.3450, 0.7286], [1.9092, 0.2718, -0.2714], [-1.0547, -0.1751, -0.6999], [-1.4255, 3.3244, 0.1197], [0.4065, -1.5257, 0.9687], [2.6016, 0.0264, -1.7239], [-1.3835, 1.7088, 1.7622], [-1.4077, -1.9889, 0.9700], [-0.9982, 2.2270, -1.0838], [-2.5750, 2.3309, -0.5383], [2.9625, -1.9968, -0.9848], [1.2540, -2.2361, -1.4663], [-0.7905, -0.8814, 2.2860]], "nbo_charge": [-0.85, -0.68, -0.91, 0.11, -0.79, -0.06, -0.30, 0.36, 0.20, 0.43, 0.42, 0.34, 0.20, 0.23, 0.45, 0.42, 0.11, 0.11, 0.20]}


Version D
{"formula": "C4H12N2O", "method": "the ωB97M-V functional and the def2-TZVPD basis", "smiles": "N/C=C/CCN.O", "gap_ev": 9.1, "symbols": ["O", "N", "N", "C", "C", "C", "C", "H", "H", "H", "H", "H", "H", "H", "H", "H", "H", "H", "H"], "coordinates": [[-0.1937, -0.4832, -3.7951], [-1.2906, -1.8846, -1.1105], [2.2700, 1.0916, 1.6280], [1.0469, 1.4087, 0.9464], [-0.2400, 0.7526, 1.5727], [-0.3640, -0.5125, 0.7567], [-0.9897, -0.6639, -0.4078], [-1.1712, 1.3189, 1.5091], [-1.5733, -2.6679, -0.5679], [1.0724, 1.2730, -0.1456], [-0.8564, -1.1030, -3.4722], [2.7902, 0.2295, 1.4555], [-0.0718, -1.4694, 1.2026], [2.1648, 1.2279, 2.6192], [-0.0601, 0.0775, -3.0263], [-2.0443, -1.5951, -1.7977], [-0.1026, 0.3338, 2.5771], [1.0386, 2.5095, 1.0339], [-1.4251, 0.1567, -0.9779]], "nbo_charge": [-0.93, -0.83, -0.85, -0.21, -0.46, -0.26, -0.02, 0.22, 0.38, 0.20, 0.46, 0.37, 0.19, 0.36, 0.46, 0.36, 0.22, 0.18, 0.17]}


Which of them is the least stable? Correct choice: version A.


Version A
{"formula": "C4H12N2O", "method": "the ωB97M-V functional and the def2-TZVPD basis", "smiles": "C[C@H](CN)NCO", "gap_ev": 9.8, "symbols": ["O", "N", "N", "C", "C", "C", "C", "H", "H", "H", "H", "H", "H", "H", "H", "H", "H", "H", "H"], "coordinates": [[-1.9128, 1.6289, 1.3228], [2.0619, -1.8215, -0.2273], [-0.0849, 0.0964, 0.9792], [0.2756, -0.0385, -0.4460], [0.7510, -1.4515, -0.7248], [-0.5157, 1.4098, 1.4256], [-0.8231, 0.3942, -1.3992], [-0.1147, 1.5356, 2.3967], [1.1576, 0.6021, -0.5252], [-2.3161, 1.4049, 2.1661], [0.0337, -2.2021, -0.3963], [-0.8632, -0.5350, 1.1766], [0.8381, -1.5360, -1.8106], [-0.0685, 2.1669, 0.7729], [-0.5087, 0.5109, -2.4412], [2.1424, -2.0381, 0.7533], [-1.6249, -0.3543, -1.3898], [2.7859, -1.1610, -0.4713], [-1.2137, 1.3882, -1.1616]], "nbo_charge": [-0.73, -0.84, -0.65, -0.07, -0.21, 0.08, -0.64, 0.16, 0.18, 0.47, 0.19, 0.35, 0.19, 0.16, 0.21, 0.36, 0.20, 0.35, 0.22]}


Version B
{"formula": "C4H12N2O", "method": "the ωB97M-V functional and the def2-TZVPD basis", "smiles": "C[C@@H](O)[C@@H](N)CN", "gap_ev": 10.1, "symbols": ["O", "N", "N", "C", "C", "C", "C", "H", "H", "H", "H", "H", "H", "H", "H", "H", "H", "H", "H"], "coordinates": [[1.6988, -0.9251, -0.3726], [-0.7855, -0.3828, -1.5276], [-2.4079, -0.3394, 0.7346], [-0.9600, -0.1906, 0.8860], [1.7662, 1.0494, 0.9150], [-0.3417, 0.4029, -0.3757], [1.1882, 0.4060, -0.3365], [-2.7377, -1.2934, 0.7394], [-0.4091, -0.0222, -2.3959], [-2.9038, 0.1167, 1.4920], [1.2708, 1.9993, 1.1231], [-0.4610, -1.1492, 1.0829], [-0.6736, 1.4480, -0.4856], [1.5406, 0.9881, -1.2017], [1.5682, -1.2819, -1.2559], [1.5862, 0.4149, 1.7788], [2.8283, 1.2070, 0.7818], [-0.7539, 0.4921, 1.7175], [-1.7954, -0.3379, -1.6070]], "nbo_charge": [-0.73, -0.86, -0.86, -0.24, -0.62, -0.07, 0.10, 0.37, 0.35, 0.36, 0.21, 0.20, 0.16, 0.15, 0.48, 0.21, 0.22, 0.19, 0.38]}


Version C
{"formula": "C4H12N2O", "method": "the ωB97M-V functional and the def2-TZVPD basis", "smiles": "NCC[C@@H](N)CO", "gap_ev": 9.9, "symbols": ["O", "N", "N", "C", "C", "C", "C", "H", "H", "H", "H", "H", "H", "H", "H", "H", "H", "H", "H"], "coordinates": [[2.5850, -1.5361, -0.2601], [1.3065, 0.6003, 0.7869], [-1.1799, 2.0499, -0.5405], [-0.9410, -0.3227, 0.0656], [1.1794, -1.6313, -0.2764], [0.5825, -0.2137, -0.2158], [-1.5679, 1.0066, 0.4205], [3.0002, -2.3218, 0.0947], [0.9862, 1.5613, 0.7265], [-1.9238, 2.7137, -0.7266], [0.8326, 0.1830, -1.2039], [0.7550, -2.3006, 0.4829], [0.9114, -2.0873, -1.2389], [-1.3549, -0.6475, -0.8906], [-1.0377, -1.1204, 0.7981], [-1.4092, 1.2699, 1.4671], [-1.0210, 1.6465, -1.4577], [-2.6551, 0.9285, 0.3057], [0.9518, 0.2215, 1.6625]], "nbo_charge": [-0.71, -0.81, -0.85, -0.43, -0.06, -0.07, -0.22, 0.47, 0.37, 0.36, 0.19, 0.15, 0.16, 0.20, 0.21, 0.19, 0.35, 0.18, 0.33]}


Which of them is the least stable? Correct choice: version C.


Version A
{"formula": "C4H12N2O", "method": "the ωB97M-V functional and the def2-TZVPD basis", "smiles": "C=C(N)CCN.O", "gap_ev": 9.0, "symbols": ["O", "N", "N", "C", "C", "C", "C", "H", "H", "H", "H", "H", "H", "H", "H", "H", "H", "H", "H"], "coordinates": [[1.2252, -2.4472, -0.8438], [-0.2346, 0.1040, -1.7518], [-0.6945, 1.7019, 1.4542], [0.8005, 0.7743, -0.9918], [-1.3630, -0.6420, 1.4214], [-0.5152, 0.3940, 1.1832], [0.7934, 0.1925, 0.4495], [0.7764, 1.8795, -0.9682], [-2.2348, -0.4572, 2.1026], [1.8271, 0.3876, -1.5620], [0.5286, -1.8031, -1.2648], [-1.0381, -1.6660, 1.2155], [-1.6022, 2.0167, 1.7255], [-0.3278, 0.4431, -2.7574], [0.7532, -3.1495, -0.6119], [1.7702, 0.4656, 0.9606], [-0.0897, 2.4516, 1.2214], [0.8316, -0.8878, 0.4105], [-1.2062, 0.2419, -1.3926]], "nbo_charge": [-0.96, -0.88, -0.81, -0.21, -0.58, 0.21, -0.50, 0.17, 0.20, 0.20, 0.50, 0.21, 0.38, 0.37, 0.45, 0.22, 0.39, 0.26, 0.37]}


Version B
{"formula": "C4H12N2O", "method": "the ωB97M-V functional and the def2-TZVPD basis", "smiles": "[H]/N=C(/C)CN.CO", "gap_ev": 10.6, "symbols": ["O", "N", "N", "C", "C", "C", "C", "H", "H", "H", "H", "H", "H", "H", "H", "H", "H", "H", "H"], "coordinates": [[-0.0984, -1.7828, -1.0889], [-0.9618, -0.1768, 1.3208], [-0.5889, 2.8808, -0.1160], [0.3778, -3.1162, -1.1311], [1.2455, 0.8210, 1.3769], [-0.4871, 1.4652, -0.4586], [-0.1339, 0.6707, 0.7907], [0.2924, 1.3048, -1.2087], [-1.3452, 3.0172, 0.5543], [-0.4154, -1.6399, -0.1738], [1.6151, 1.8393, 1.2345], [1.0329, -3.2964, -0.2751], [-0.4711, -3.8032, -1.1048], [1.9222, 0.1220, 0.8788], [-0.8466, 3.4061, -0.9506], [-1.4402, 1.1134, -0.8664], [-1.8623, -0.1578, 0.8255], [1.2246, 0.6006, 2.4480], [0.9405, -3.2680, -2.0554]], "nbo_charge": [-0.74, -0.68, -0.83, -0.24, -0.69, -0.29, 0.35, 0.22, 0.35, 0.48, 0.23, 0.16, 0.16, 0.24, 0.36, 0.17, 0.33, 0.24, 0.18]}


Version C
{"formula": "C4H12N2O", "method": "the ωB97M-V functional and the def2-TZVPD basis", "smiles": "NCC[C@H](N)CO", "gap_ev": 9.9, "symbols": ["O", "N", "N", "C", "C", "C", "C", "H", "H", "H", "H", "H", "H", "H", "H", "H", "H", "H", "H"], "coordinates": [[-2.8547, -1.4963, 0.2148], [2.3834, 1.8609, -0.8960], [-0.3004, -1.0149, 1.6431], [1.3431, 1.3739, -0.0547], [-1.7170, -1.0433, -0.4254], [0.6939, -0.0530, -0.4223], [-0.5570, -0.2381, 0.3230], [-1.3331, -2.0883, -0.8015], [-2.8840, -2.4716, 0.5204], [0.4316, 2.0352, 0.2384], [0.6314, 0.1109, -1.5310], [0.2125, -0.3798, 2.1609], [-2.0798, -0.3358, -1.1494], [-1.2105, -1.2212, 2.0845], [1.8734, 1.3447, 0.9230], [2.2084, 2.5395, -1.6061], [1.4856, -0.7642, -0.4355], [2.8354, 1.1140, -1.4876], [-1.1621, 0.7275, 0.7013]], "nbo_charge": [-0.74, -0.85, -0.85, -0.20, -0.04, -0.46, -0.08, 0.16, 0.49, 0.19, 0.21, 0.35, 0.17, 0.36, 0.17, 0.36, 0.23, 0.35, 0.17]}


Which of them is the least stable? Correct choice: version C.


Version A
{"formula": "C4H12N2O", "method": "the ωB97M-V functional and the def2-TZVPD basis", "smiles": "CNC[C@H](N)CO", "gap_ev": 8.9, "symbols": ["O", "N", "N", "C", "C", "C", "C", "H", "H", "H", "H", "H", "H", "H", "H", "H", "H", "H", "H"], "coordinates": [[-1.9205, 1.1701, 1.2603], [0.0684, -1.2880, -0.8349], [0.4726, 2.4586, -0.4472], [-0.5260, 0.9059, 1.1120], [-0.0277, 1.1093, -0.3135], [0.8905, -0.1177, -0.6701], [0.0275, -2.4904, -0.0451], [1.1996, 2.7994, 0.1654], [-0.7411, 1.0007, -1.1388], [-0.4561, -0.1711, 1.3284], [-0.9688, -2.7193, 0.3456], [-0.5626, -1.2795, -1.6139], [0.5377, 2.6947, -1.4196], [0.1531, 1.4570, 1.7749], [1.6870, -0.2885, 0.0615], [0.7555, -2.5163, 0.7615], [0.2399, -3.3642, -0.6778], [-2.2585, 0.6118, 1.9668], [1.4294, 0.0276, -1.6156]], "nbo_charge": [-0.72, -0.67, -0.86, -0.06, -0.07, -0.22, -0.40, 0.37, 0.19, 0.16, 0.18, 0.37, 0.37, 0.16, 0.19, 0.20, 0.18, 0.47, 0.18]}


Version B
{"formula": "C4H12N2O", "method": "the ωB97M-V functional and the def2-TZVPD basis", "gap_ev": 7.4, "symbols": ["O", "N", "N", "C", "C", "C", "C", "H", "H", "H", "H", "H", "H", "H", "H", "H", "H", "H", "H"], "coordinates": [[-1.4576, 0.6463, 0.9574], [0.4328, 0.8480, -0.9803], [0.4690, -0.6587, 1.1121], [-0.7864, 0.6524, -1.7386], [0.0903, -1.9591, 0.5902], [1.2837, 1.7342, -1.2597], [-0.6488, 0.0850, 1.8337], [2.2137, 1.7806, -0.7073], [-0.7621, -0.3163, -2.2309], [1.3292, -0.6592, 1.6410], [0.8361, -2.3424, -0.1128], [-0.8680, -1.9417, 0.0783], [0.5338, 0.1540, 0.0261], [-0.9254, 1.4477, -2.4734], [1.0590, 2.3982, -2.0909], [0.0252, -2.6950, 1.3998], [-1.6010, 0.6837, -1.0118], [-1.1173, -0.6818, 2.4986], [-0.1062, 0.8240, 2.4685]], "nbo_charge": [-0.92, -0.37, -0.66, -0.46, -0.43, 0.02, 0.15, 0.19, 0.21, 0.37, 0.19, 0.22, 0.44, 0.18, 0.18, 0.19, 0.31, 0.09, 0.09]}


Which of them is the least stable? Correct choice: version B.